# 1
{
  "formula": "C5H6O",
  "method": "ωB97M-V with the def2-TZVPD basis set",
  "e_tot_ha": -269.2764,
  "smiles": "C1=CCOC=C1",
  "relative_energy_kj_mol": 183.35,
  "max_force_ev_per_a": 4.245,
  "e_homo_ha": -0.279,
  "elements": ["C", "C", "C", "C", "C", "H", "H", "H", "H", "H", "H", "O"],
  "coordinates": [[1.27741, -0.48072, 0.04251], [-1.08903, -0.86168, 0.04297], [-1.33360, 0.47530, 0.05447], [-0.26204, 1.32619, -0.11309], [1.00242, 0.94495, 0.04552], [1.91491, -0.69204, -0.69556], [1.89238, -0.72962, 0.96794], [-1.88688, -1.64324, 0.00865], [-2.29312, 0.94381, 0.16681], [-0.47968, 2.33860, -0.04452], [1.84662, 1.61956, -0.01975], [0.17935, -1.28267, -0.10222]],
  "atomic_forces_ev_per_a": [[0.7, 0.9, 4.1], [-1.2, 1.6, -0.2], [-2.0, -3.1, 0.0], [2.6, 1.3, 1.3], [-0.5, 0.8, -1.2], [2.5, -1.1, -3.2], [-0.9, -0.1, -0.4], [1.2, 0.6, 0.3], [-0.5, -0.5, 0.0], [-0.3, 1.9, -0.4], [-0.1, 0.1, 0.2], [-1.6, -2.5, -0.3]]
}

***

# 2
{
  "formula": "C5H6O",
  "method": "ωB97M-V with the def2-TZVPD basis set",
  "e_tot_ha": -269.2943,
  "smiles": "C=C=C(C)C=O",
  "relative_energy_kj_mol": 136.48,
  "max_force_ev_per_a": 0.463,
  "e_homo_ha": -0.361,
  "elements": ["C", "C", "C", "O", "C", "C", "H", "H", "H", "H", "H", "H"],
  "coordinates": [[-0.58033, -0.63041, -1.41707], [0.12081, -0.23188, -0.14624], [1.30932, -1.02499, 0.25855], [1.72292, -1.96548, -0.38140], [-0.23149, 0.76005, 0.64181], [-0.54163, 1.72804, 1.45738], [-1.46378, -0.01354, -1.59478], [0.10046, -0.53525, -2.26904], [-0.87904, -1.68192, -1.36297], [-1.22415, 1.56601, 2.28801], [1.79885, -0.69737, 1.19820], [-0.13194, 2.72674, 1.32755]],
  "atomic_forces_ev_per_a": [[-0.1, 0.0, -0.1], [0.0, 0.1, 0.1], [0.1, -0.2, -0.1], [-0.1, 0.4, 0.2], [0.0, 0.0, 0.0], [0.0, -0.1, -0.1], [0.1, -0.1, 0.0], [-0.1, 0.0, 0.1], [0.0, 0.1, 0.0], [0.1, 0.0, -0.1], [0.0, -0.1, -0.1], [0.0, -0.1, 0.0]]
}

***

# 3
{
  "formula": "C5H6O",
  "method": "ωB97M-V with the def2-TZVPD basis set",
  "e_tot_ha": -269.2446,
  "smiles": "CC#C[C@H]1CO1",
  "relative_energy_kj_mol": 266.79,
  "max_force_ev_per_a": 0.793,
  "e_homo_ha": -0.349,
  "elements": ["C", "C", "C", "C", "C", "O", "H", "H", "H", "H", "H", "H"],
  "coordinates": [[-2.68795, -0.13137, 0.07932], [-1.23825, 0.09563, 0.00559], [-0.04868, 0.28878, -0.08260], [1.37264, 0.50809, -0.30768], [2.45352, -0.31225, 0.24811], [2.01745, -0.49700, -1.08395], [-3.03292, -0.70057, -0.79079], [-2.97284, -0.69181, 0.97647], [-3.23421, 0.81800, 0.09072], [1.71473, 1.52950, -0.44033], [2.20741, -1.04126, 1.01170], [3.44910, 0.13426, 0.29344]],
  "atomic_forces_ev_per_a": [[0.0, 0.0, 0.0], [0.6, 0.1, 0.0], [-0.4, 0.0, 0.2], [-0.1, 0.2, 0.3], [0.1, -0.1, 0.4], [0.0, 0.0, -0.2], [0.1, 0.1, 0.1], [0.2, 0.1, -0.1], [0.2, -0.1, 0.0], [-0.4, 0.1, -0.7], [0.1, -0.4, -0.3], [-0.2, -0.1, 0.3]]
}

***

| no. | orbital gap (eV) |
| --- | --- |
| 1 | 8.6 |
| 2 | 10.4 |
| 3 | 10.5 |